1.
The molecule C3H5ClO5S at a distorted geometry, computed with wB97M-V/def2-TZVPD.

Computed properties:
HOMO-LUMO gap: 11.34 eV
net charge: 0

Last column: Mulliken charge in e.
Cartesian coordinates (Å):
Cl  0.291  -2.102  0.448  -0.193
S  2.277  0.621  -0.587  0.635
O  -0.422  1.717  0.084  -0.569
O  -0.518  0.344  1.794  -0.539
O  1.049  -0.349  -1.246  -0.409
O  3.486  -0.080  -0.363  -0.445
O  1.434  0.646  0.918  -0.409
C  0.102  0.527  0.660  0.912
C  -1.420  -0.616  -0.958  -1.204
C  -0.034  -0.491  -0.408  0.393
H  -1.643  -1.435  -1.665  0.349
H  -0.388  2.371  0.862  0.352
H  -1.927  -0.835  -0.044  0.302
H  -1.579  0.269  -1.394  0.434
H  -0.709  -0.586  1.899  0.391

2.
The molecule C3H5ClS at a distorted geometry, computed with wB97M-V/def2-TZVPD.

Computed properties:
HOMO-LUMO gap: 9.40 eV
net charge: 0
SMILES: C=C(Cl)CS

Last column: Mulliken charge in e.
Cartesian coordinates (Å):
Cl  1.482  -0.906  -0.010  -0.169
S  -1.681  -0.384  -0.393  -0.186
C  0.558  0.644  0.186  0.436
C  0.805  1.812  -0.347  -0.759
C  -0.817  0.432  0.970  -0.576
H  -0.759  0.046  2.017  0.359
H  1.618  1.607  -0.969  0.258
H  -1.207  1.612  0.789  0.210
H  0.192  2.749  -0.493  0.269
H  -1.408  -1.806  0.268  0.158

3.
A 2-piece molecular cluster, C3H5ClS overall at a distorted geometry, computed with wB97M-V/def2-TZVPD.

Computed properties:
HOMO-LUMO gap (alpha / beta): 8.22 / 8.15 eV
net charge: 0

Last column: Mulliken charge in e.
Cartesian coordinates (Å):
Cl  -0.856  -2.530  -0.055  -0.123
S  -0.579  2.186  0.279  -0.181
C  1.453  -0.867  0.347  -0.310
C  0.247  -1.292  -0.025  0.033
C  -1.062  0.757  -0.702  -0.656
H  2.366  -1.311  0.826  0.261
H  -0.106  1.438  1.368  0.138
H  -2.027  0.422  -0.382  0.332
H  -1.002  1.031  -1.748  0.297
H  1.567  0.166  0.092  0.208

no.,molecular weight (g/mol),E (a.u.)
1,188.6,-1351.860564
2,108.6,-975.576497
3,108.6,-975.510940